Entry from the OMol25 dataset: a 2-piece molecular cluster, C4H11NO overall (ωB97M-V/def2-TZVPD).

The net charge is 0. Its molar mass is 89.14 g/mol. The highest occupied orbital energy is -8.6 eV. The frontier orbital gap comes out at 9.64 eV. As for the multiplicity: 1. The calculated total energy comes out at -7862.634 eV. Its LUMO energy is 1.02 eV. Its SMILES is C=CO.CCN.

The geometry in XYZ format:
```
17
Properties=species:S:1:pos:R:3:forces:R:3:nbo_charge:R:1
C -0.5502 2.7557 0.5924 -0.208 0.929 1.008 -0.638
C -1.1167 1.8494 -0.4774 -0.156 -0.785 -0.614 -0.224
N -0.9859 0.4435 -0.0259 0.227 0.398 -1.029 -0.869
H 0.5037 2.6188 0.8642 -0.049 -0.608 -0.526 0.212
H -0.5926 3.8351 0.4393 -0.365 -0.006 -0.519 0.218
H -1.0877 2.5842 1.5319 -0.081 -0.024 -0.102 0.205
H -2.1584 2.0043 -0.7684 -0.125 0.397 0.671 0.195
H -0.6371 1.9803 -1.4606 0.449 -0.136 0.439 0.186
H -1.7871 -0.0058 0.3814 -0.240 0.435 0.297 0.374
H -0.1973 0.4383 0.5916 0.086 -0.536 0.494 0.368
C 0.5428 -2.8316 0.5068 0.953 0.704 -0.647 -0.577
C 1.3682 -1.8375 0.1290 -0.220 -1.416 0.156 0.168
O 1.1448 -0.9186 -0.8215 -0.286 0.186 0.171 -0.699
H 1.0371 -3.6581 0.9913 -0.444 0.003 0.629 0.211
H -0.4392 -2.9341 0.0781 -0.206 -0.185 -0.050 0.192
H 2.3567 -1.8181 0.5809 0.088 0.282 -0.394 0.170
H 0.1661 -0.8547 -0.9536 0.580 0.363 0.016 0.506
```
Forces are in eV/Å.